DFT (wB97M-V/def2-TZVPD) results for a gas-phase ion, C8H14N3O (charge +1).

## Properties
Spin multiplicity = 3
<S²> = 2.0122
F_max = 7.958 eV/Å
Net charge = +1
ΔE to the lowest compared entry with this formula, charge and spin = 37.2 kcal per mole
E_tot = -552.2503 Eh

CARTESIAN COORDINATES (ANGSTROEM)
C (-2.712, -1.390, -0.493)
C (-3.005, 0.660, 0.147)
C (-1.239, 1.973, -0.155)
C (-0.670, 0.686, -0.624)
C (1.839, 0.814, -0.647)
C (0.578, -1.371, -0.356)
C (0.816, 0.301, 1.608)
C (0.629, 0.061, 0.005)
N (-4.155, 0.105, 0.391)
N (-3.983, -1.228, -0.107)
N (-2.038, -0.248, -0.393)
O (-2.627, 1.861, 0.299)
H (-2.384, -2.402, -0.850)
H (-0.587, 2.330, 0.696)
H (-1.306, 2.781, -0.925)
H (-0.449, 0.758, -1.733)
H (2.670, 0.215, -0.581)
H (1.907, 1.749, 0.023)
H (1.646, 1.034, -1.681)
H (1.550, -1.869, -0.111)
H (-0.246, -1.974, -0.092)
H (0.577, -1.254, -1.582)
H (1.627, -0.375, 1.889)
H (0.024, 0.029, 2.342)
H (1.008, 1.312, 1.992)
H (-4.653, -1.906, 0.224)

Forces on atoms 1 to 2 (eV/Å):
4.84 -5.75 -2.62
4.98 -1.95 -2.26